{
  "formula": "C2H4ClFS",
  "method": "wB97M-V/def2-TZVPD",
  "de_lowest_ev": 4.425,
  "charge": 0,
  "e_lumo_ev": -1.3,
  "symbols": ["C", "C", "H", "H", "H", "H", "F", "S", "Cl"],
  "positions_angstrom": [[-0.271999, 0.717793, 0.225583], [0.692899, -0.417866, 0.313234], [-1.494079, -1.508990, -0.812603], [0.235204, 1.672537, -0.466947], [-0.247454, 1.215240, 1.299369], [1.691676, -0.060041, 0.728697], [0.051856, -1.545130, 0.600810], [-1.835159, 0.594525, -0.574934], [1.177056, -0.668068, -1.313209]],
  "atomic_forces_ev_per_a": [[1.818, 5.860, 1.313], [0.780, 2.056, -2.055], [-0.916, 3.693, 0.303], [-0.774, -2.878, 2.181], [-0.862, -1.064, -1.842], [-1.667, -1.272, 0.975], [0.261, -1.285, 2.383], [-0.096, -4.322, -0.349], [1.457, -0.788, -2.909]]
}